(1)
C4H8O2 | wB97M-V/def2-TZVPD

Output
Multiplicity: 1
Maximum force: 0.3 eV/A
Relative energy (zero: lowest compared OMol25 entry of this formula, charge and spin): 547.60 kJ/mol
Gap between HOMO and LUMO: 9.0 eV
E: -307.50386 Eh

Element x y z (Å)
C  1.76096  -0.67587  -0.94242
O  0.64118  0.21347  -0.77521
C  -0.57914  -0.49681  -0.00896
C  -0.46232  0.06323  1.30800
C  -1.57960  0.51092  0.44593
O  -1.59948  1.81204  -0.09572
H  1.50182  -1.40965  -1.70711
H  1.98542  -1.17387  0.00773
H  2.60955  -0.07855  -1.27772
H  -0.72200  -1.46584  -0.47952
H  0.71874  0.68493  0.18886
H  -0.55812  -0.47208  2.24715
H  -2.59841  0.12604  0.55461
H  -1.11860  2.36204  0.53437



(2)
C4H7N3 | wB97M-V/def2-TZVPD

Output
Multiplicity: 1
Maximum force: 0.6 eV/A
Relative energy (zero: lowest compared OMol25 entry of this formula, charge and spin): 339.15 kJ/mol
Gap between HOMO and LUMO: 6.8 eV
E: -320.75413 Eh

Element x y z (Å)
N  0.27719  1.96980  1.20702
C  0.17675  0.71373  0.44125
C  -1.03953  0.21782  0.11508
C  -0.61367  -1.00430  -0.54642
N  -1.52614  -1.96183  -1.06157
C  0.75569  -1.13695  -0.55012
N  1.29189  -0.03778  0.11678
H  0.75014  2.74581  0.73204
H  0.66873  1.87723  2.15006
H  -0.73297  2.17771  1.27874
H  -1.24773  -2.31261  -1.97075
H  -2.43733  -1.52622  -1.14314
H  1.40575  -1.90751  -0.94749
H  2.27124  0.18510  0.17852



(3)
C26H18ClF5N2O3S | wB97M-V/def2-TZVPD

Output
Multiplicity: 1
Maximum force: 3.3 eV/A
Gap between HOMO and LUMO: 2.5 eV
E: -2694.27973 Eh

Element x y z (Å)
C  -5.06011  -0.69420  1.88956
N  -4.27803  0.51738  2.03923
C  -4.87911  1.75073  2.22851
C  -3.89218  2.66311  2.36768
N  -2.67925  1.98265  2.28533
C  -1.40429  2.62294  2.46250
C  -1.05693  3.66650  1.61542
F  -1.92216  4.03710  0.63993
C  0.18493  4.28289  1.71183
F  0.51414  5.28993  0.87583
C  1.09697  3.83084  2.66413
F  2.34716  4.33531  2.68847
C  0.73324  2.83729  3.57627
F  1.62474  2.40221  4.49378
C  -0.53377  2.27285  3.49333
F  -0.93321  1.36679  4.42074
C  -2.92753  0.67545  2.04079
C  -1.95249  -0.42585  1.96237
C  -0.55461  -0.09129  1.66295
C  0.43201  -0.91927  2.08598
C  1.82744  -0.53360  2.19488
C  2.73501  -1.27271  2.99641
C  4.05867  -0.86836  3.12889
C  4.51196  0.28367  2.46877
C  3.62987  1.02538  1.68048
C  2.30737  0.61226  1.52650
O  -2.32892  -1.59393  2.18875
H  -4.39345  -1.53915  1.73577
H  -5.65774  -0.85452  2.79414
H  -5.74843  -0.57760  1.04500
H  -5.94923  1.86264  2.25758
H  -3.94323  3.72394  2.54538
H  -0.39234  0.79062  1.04887
H  0.15486  -1.88598  2.51825
H  2.36201  -2.16136  3.51188
H  4.74687  -1.44667  3.74774
H  5.54906  0.60251  2.56702
H  3.96150  1.92835  1.16694
H  1.64021  1.16556  0.86740
Cl  0.70256  -0.05196  -1.52897
C  0.70318  -0.79346  -2.99878
S  1.84636  -2.00386  -3.42307
C  1.25397  -2.57475  -5.04168
C  0.38974  -3.66577  -5.09950
C  -0.08320  -4.10759  -6.33997
C  0.30785  -3.45272  -7.51080
C  1.16808  -2.35322  -7.44398
C  1.64455  -1.91078  -6.20377
O  3.14989  -1.43972  -3.70044
O  1.72758  -3.15807  -2.56016
H  0.17307  -0.31810  -3.81525
H  0.09554  -4.17122  -4.18197
H  -0.75369  -4.96662  -6.37638
H  -0.05728  -3.80135  -8.47662
H  1.47924  -1.83460  -8.35146
H  2.32154  -1.06065  -6.14243



(4)
C22H23N3O4S2 | wB97M-V/def2-TZVPD

Output
Multiplicity: 1
Maximum force: 1.0 eV/A
Relative energy (zero: lowest compared OMol25 entry of this formula, charge and spin): 189.15 kJ/mol
Gap between HOMO and LUMO: 7.9 eV
E: -2113.72258 Eh

Element x y z (Å)
C  2.29532  5.00146  1.69046
O  1.55867  4.11981  0.88126
C  2.18690  3.00456  0.40212
C  3.51996  2.67645  0.61448
C  4.04676  1.51930  0.07300
C  3.26877  0.63529  -0.67671
N  3.86243  -0.49789  -1.23084
C  3.13348  -1.32156  -2.16072
C  2.18773  -2.31165  -1.42950
N  2.70732  -2.53696  -0.10018
C  2.08335  -2.15022  1.04712
O  2.68650  -2.02217  2.09580
C  0.60348  -1.97225  0.96542
C  -0.21791  -2.98688  0.48378
C  -1.58991  -2.83168  0.47731
C  -2.16533  -1.65774  0.96008
N  -3.54715  -1.49589  0.94637
S  -4.29493  -0.02912  0.62830
O  -3.98477  0.91182  1.65346
O  -5.65616  -0.36672  0.35551
C  -3.50674  0.48347  -0.86863
C  -3.82301  0.11589  -2.14122
C  -2.92288  0.65100  -3.08570
C  -1.94644  1.39950  -2.50233
S  -2.10975  1.47341  -0.79356
C  -1.34656  -0.64966  1.46459
C  0.02488  -0.81306  1.47125
C  4.15014  -2.65590  -0.08360
C  4.77817  -1.28491  -0.42395
C  1.93323  0.98414  -0.89422
C  1.40894  2.14639  -0.36961
H  2.66774  4.50504  2.59265
H  1.60087  5.79024  1.97570
H  3.13719  5.44216  1.14539
H  4.16769  3.31739  1.19158
H  5.09451  1.31349  0.22864
H  3.87673  -1.88050  -2.73917
H  2.57594  -0.69192  -2.85397
H  1.17829  -1.90734  -1.35574
H  2.14420  -3.26269  -1.97491
H  0.21891  -3.90590  0.12108
H  -2.22492  -3.62366  0.10650
H  -4.07862  -2.27054  0.58129
H  -4.67477  -0.49525  -2.37577
H  -3.00199  0.48712  -4.14492
H  -1.13996  1.91835  -2.98172
H  -1.79842  0.24250  1.86652
H  0.66174  -0.03677  1.86594
H  4.45477  -2.97561  0.91285
H  4.43471  -3.41917  -0.81283
H  5.72016  -1.42877  -0.96774
H  4.98330  -0.75351  0.50342
H  1.27686  0.35116  -1.47028
H  0.37472  2.40433  -0.53601



(5)
C4H7NO | wB97M-V/def2-TZVPD

Output
Multiplicity: 1
Maximum force: 0.5 eV/A
Relative energy (zero: lowest compared OMol25 entry of this formula, charge and spin): 179.33 kJ/mol
Gap between HOMO and LUMO: 10.9 eV
E: -286.56334 Eh

Element x y z (Å)
C  1.40915  -0.59903  -0.10062
C  -0.01376  -0.08899  -0.07201
C  -1.05958  -0.94873  0.55455
O  -2.23225  -0.89925  0.25658
C  -0.29206  1.36923  0.09325
N  -0.42182  0.73349  -1.20273
H  1.58618  -1.14332  -1.03256
H  2.12626  0.22702  -0.05821
H  1.61329  -1.26568  0.74431
H  -0.69593  -1.61731  1.36246
H  -1.19637  1.69042  0.60678
H  0.58565  1.99223  0.23691
H  -1.40874  0.54992  -1.38871



(6)
C28H28FN3O3PSe5TcTe | wB97M-V/def2-TZVPD

Output
Charge: +1
Multiplicity: 2
Maximum force: 2.5 eV/A
Relative energy (zero: lowest compared OMol25 entry of this formula, charge and spin): 132.57 kJ/mol
Gap between HOMO and LUMO (alpha / beta): 4.6 / 4.8 eV
E: -14270.80446 Eh

Element x y z (Å)
Tc  2.89717  2.30530  1.59873
Se  4.02232  0.21879  1.92940
P  2.86611  -1.73472  1.76194
Se  0.84384  -1.58459  1.18962
C  3.04145  -2.43986  3.44321
C  4.26071  -2.36255  4.10821
C  4.36783  -2.80451  5.41416
C  3.25368  -3.29959  6.07481
C  2.03774  -3.36524  5.41557
C  1.92853  -2.94554  4.10025
C  3.93033  -2.63153  0.57258
C  3.40680  -3.10002  -0.62291
C  4.24488  -3.69726  -1.54999
C  5.59399  -3.84693  -1.27878
C  6.11775  -3.36154  -0.09175
C  5.29421  -2.73904  0.82505
H  5.11599  -1.92581  3.61303
H  5.31799  -2.74016  5.92390
H  3.33172  -3.60661  7.10751
H  1.16267  -3.72312  5.93380
H  0.97322  -2.99535  3.59289
H  2.34887  -2.99458  -0.82713
H  3.84308  -4.03762  -2.49132
H  6.24276  -4.33005  -1.99342
H  7.17366  -3.45383  0.11558
H  5.71062  -2.31979  1.72808
C  -3.95599  4.72896  -0.68783
C  -2.86527  4.53770  -1.73614
N  -1.75590  3.75699  -1.21902
C  -0.79526  4.39097  -0.52288
C  0.28875  3.77892  0.03328
C  1.11089  4.63677  0.98114
O  0.87804  5.82656  1.04859
O  1.96460  4.02094  1.70536
C  0.55031  2.39440  -0.24052
O  1.56170  1.75196  0.15314
C  -0.49355  1.71614  -1.00251
C  -0.37369  0.36160  -1.32805
C  -1.45455  -0.33175  -1.81370
F  -1.30482  -1.63071  -2.15073
C  -2.70983  0.26954  -1.96236
C  -2.78844  1.64068  -1.77681
C  -1.68825  2.38907  -1.35053
N  -3.90348  -0.43565  -2.23738
C  -4.52963  -0.23575  -3.52263
C  -6.02587  -0.52262  -3.39578
N  -6.20064  -1.91828  -2.91180
C  -5.51817  -2.09671  -1.59883
C  -4.02878  -1.79897  -1.77331
H  -4.77350  5.31530  -1.09695
H  -3.54922  5.25404  0.17157
H  -4.35004  3.77527  -0.34607
H  -2.47409  5.51160  -2.03480
H  -3.25712  4.05291  -2.63093
H  -0.91050  5.45568  -0.37029
H  0.56618  -0.14750  -1.18860
H  -3.74678  2.10855  -1.92213
H  -4.09969  -0.89115  -4.30077
H  -4.38761  0.79832  -3.83763
H  -6.52902  -0.39444  -4.35527
H  -6.47153  0.15202  -2.66272
H  -5.76850  -2.55989  -3.59153
H  -7.19681  -2.15460  -2.83874
H  -5.67097  -3.11339  -1.23583
H  -5.95745  -1.39068  -0.89198
H  -3.57864  -2.53815  -2.45476
H  -3.53037  -1.88668  -0.80684
Se  3.87116  3.17538  3.85080
Se  6.41577  3.75990  1.06577
Te  5.62087  4.78751  3.25134
Se  4.48773  3.21495  -0.05733



The lowest E belongs to which entry? C28H28FN3O3PSe5TcTe